A structure of composition C30H62Br18Cl2GaO4S in a non-equilibrium geometry. Source: the OMol25 dataset; level of theory: ωB97M-V/def2-TZVPD.

As for the lowest unoccupied orbital energy: 1.39 eV. Its HOMO energy is -0.184 hartree. The value obtained for the gap between HOMO and LUMO is 6.39 eV. As for the charge: -1. The total energy comes out at -51056.93431 a.u.

Atoms and positions in Å:
C 1.09 2.15 1.51
C 0.31 1.76 0.26
C -1.12 2.33 0.19
O -2.12 1.35 0.28
Ga -2.40 0.31 -1.27
C -4.27 0.71 -2.00
C -5.25 1.25 -0.93
C -6.18 0.15 -0.38
S -7.88 0.62 -0.35
O -8.65 -0.47 0.19
O -8.04 1.87 0.33
O -8.27 0.84 -1.88
C -1.08 0.70 -2.79
C -0.70 -0.47 -3.68
C 0.02 -1.59 -2.95
Cl -2.14 -1.05 -4.64
C -2.44 -1.64 -0.59
Cl -3.43 -2.75 -1.66
C -3.12 -1.67 0.79
C -2.78 -2.95 1.57
H 1.13 3.23 1.67
H 0.75 1.63 2.41
H 2.13 1.83 1.37
H 0.86 2.14 -0.60
H 0.24 0.68 0.14
H -1.26 3.03 1.03
H -1.25 2.94 -0.72
H -4.22 1.44 -2.81
H -4.69 -0.21 -2.41
H -5.90 2.02 -1.39
H -4.70 1.74 -0.13
H -6.06 -0.79 -0.92
H -5.93 -0.05 0.66
H -8.00 0.06 -2.40
H -0.14 1.15 -2.48
H -1.57 1.44 -3.45
H -0.02 -0.09 -4.45
H 0.86 -1.99 -3.51
H 0.38 -1.23 -1.99
H -0.69 -2.40 -2.78
H -1.46 -2.10 -0.50
H -4.20 -1.63 0.61
H -2.81 -0.80 1.37
H -3.16 -2.90 2.60
H -1.70 -3.08 1.58
H -3.29 -3.79 1.11
Br -6.91 -0.10 -5.10
C -7.36 1.80 -4.99
C -8.67 2.10 -5.66
Br -8.51 2.11 -7.60
H -6.52 2.34 -5.42
H -7.42 2.02 -3.93
H -9.01 3.10 -5.40
H -9.44 1.38 -5.42
Br 4.86 3.08 3.82
C 5.47 1.24 3.77
C 4.65 0.42 2.81
Br 2.89 -0.01 3.51
H 5.43 0.87 4.79
H 6.51 1.28 3.44
H 5.13 -0.54 2.62
H 4.48 0.93 1.86
Br 1.12 -3.06 6.87
C 0.29 -1.35 7.29
C -1.19 -1.37 6.98
Br -1.53 -1.24 5.08
H 0.83 -0.60 6.73
H 0.45 -1.20 8.35
H -1.67 -0.50 7.42
H -1.68 -2.27 7.32
Br 6.39 0.68 7.66
C 5.09 -0.33 8.71
C 3.84 -0.66 7.94
Br 2.64 0.86 7.77
H 4.89 0.26 9.60
H 5.61 -1.24 8.98
H 3.27 -1.41 8.48
H 4.03 -1.01 6.94
Br -0.58 2.40 -6.04
C 0.73 2.48 -7.48
C 2.08 2.00 -7.03
Br 3.00 3.32 -5.93
H 0.75 3.51 -7.83
H 0.34 1.84 -8.26
H 2.73 1.83 -7.88
H 2.02 1.09 -6.44
Br 2.50 -4.97 -4.21
C 1.03 -5.73 -3.19
C -0.18 -5.97 -4.05
Br -1.11 -4.30 -4.43
H 0.83 -5.05 -2.37
H 1.41 -6.67 -2.80
H -0.90 -6.59 -3.53
H 0.07 -6.42 -5.01
Br 7.97 3.58 6.24
C 8.57 4.77 4.82
C 8.37 6.22 5.18
Br 6.51 6.75 5.04
H 8.03 4.49 3.92
H 9.63 4.56 4.69
H 8.91 6.86 4.49
H 8.68 6.44 6.20
Br 4.43 -3.97 6.80
C 6.37 -3.91 6.63
C 7.06 -4.71 7.70
Br 7.04 -3.80 9.42
H 6.65 -2.86 6.65
H 6.59 -4.32 5.65
H 8.11 -4.85 7.46
H 6.60 -5.68 7.85
Br -2.41 2.91 -9.74
C -2.80 1.33 -10.80
C -2.22 0.09 -10.17
Br -0.29 -0.02 -10.44
H -2.41 1.51 -11.80
H -3.88 1.26 -10.83
H -2.63 -0.80 -10.63
H -2.38 0.05 -9.09